No. 1
Here is a structure of composition C27H33Cl3N4NiOSi4 from the Open Molecules 2025 dataset. Energies are from ωB97M-V/def2-TZVPD.

Cartesian coordinates (Å):
Ni -0.17 1.23 -0.65
C 2.31 2.48 -2.44
Si 2.38 0.68 -1.94
C 4.26 0.34 -1.94
C 1.75 -0.31 -3.41
C 1.49 0.10 -0.35
C 1.40 -1.37 -0.66
C 2.50 -2.24 -0.53
C 2.41 -3.55 -0.97
C 1.23 -4.00 -1.53
C 0.19 -3.10 -1.61
N 0.27 -1.85 -1.19
Si 2.29 0.47 1.32
C 2.80 -1.09 2.29
C 1.18 1.40 2.52
C 3.91 1.44 1.24
H 2.95 2.59 -3.32
H 2.69 3.16 -1.67
H 1.30 2.80 -2.72
H 4.59 0.43 -2.98
H 4.55 -0.65 -1.59
H 4.80 1.09 -1.36
H 2.17 0.13 -4.32
H 0.66 -0.25 -3.47
H 2.05 -1.36 -3.37
H 3.42 -1.87 -0.11
H 3.27 -4.21 -0.87
H 1.12 -5.02 -1.89
H -0.78 -3.39 -2.02
H 2.07 -1.91 2.23
H 2.90 -0.80 3.34
H 3.77 -1.49 1.97
H 0.12 1.30 2.29
H 1.41 2.47 2.52
H 1.35 1.04 3.54
H 4.73 0.80 0.91
H 4.14 1.80 2.25
H 3.84 2.31 0.59
C -5.52 1.30 1.73
C -4.27 1.48 2.31
C -3.14 0.99 1.68
C -3.21 0.31 0.46
C -4.47 0.15 -0.10
C -5.62 0.63 0.52
Si -1.63 -0.46 -0.33
C -1.47 -1.86 0.98
C -0.72 -1.74 2.15
C -0.67 -2.75 3.10
C -1.39 -3.93 2.91
C -2.16 -4.07 1.76
C -2.20 -3.05 0.82
H -6.41 1.70 2.20
H -4.18 2.03 3.24
H -2.17 1.17 2.14
H -4.56 -0.36 -1.06
H -6.59 0.51 0.04
H -2.26 -1.13 -1.51
H -0.15 -0.84 2.32
H -0.07 -2.63 3.99
H -1.36 -4.72 3.65
H -2.73 -4.97 1.60
H -2.81 -3.17 -0.07
O -0.94 1.52 -3.03
N -1.47 1.87 -1.94
C -2.60 2.56 -2.02
C -3.18 2.81 -3.30
N -3.64 3.02 -4.34
C -3.24 3.17 -0.90
N -3.84 3.74 -0.10
Cl -0.90 4.14 1.67
Si 0.32 3.52 0.03
Cl 2.17 4.45 0.70
Cl -0.22 5.02 -1.40

Values from the calculation:
Energy relative to the best compared isomer or geometry (same formula, charge and spin) = 0.0 kJ/mol
Total charge = -2
Frontier orbital gap (alpha / beta) = 6.5 / 6.5 eV
HOMO energy (alpha / beta) = -2.074 / -2.073 eV

No. 2
Here is an isolated molecule of C22H26N2O6 in a non-equilibrium geometry from the Open Molecules 2025 dataset. Energies are from ωB97M-V/def2-TZVPD.

Cartesian coordinates (Å):
C 1.05 3.57 7.79
C 2.45 3.13 7.39
O 2.35 2.28 6.27
C 3.60 1.82 5.82
C 3.39 0.86 4.64
O 4.65 0.35 4.29
C 2.70 1.59 3.47
N 1.91 0.72 2.64
C 2.45 -0.27 1.88
O 3.65 -0.50 1.87
C 1.48 -1.05 1.06
C 1.83 -2.38 0.78
C 1.02 -3.21 0.03
C -0.16 -2.67 -0.46
N -1.17 -3.20 -1.22
C -2.02 -2.24 -1.38
C -3.26 -2.30 -2.20
C -2.94 -1.78 -3.58
C -2.11 -2.50 -4.42
C -1.79 -2.02 -5.68
C -2.29 -0.81 -6.12
O -2.04 -0.25 -7.34
C -1.21 -0.95 -8.24
C -3.13 -0.06 -5.27
O -3.58 1.12 -5.78
C -4.42 1.92 -4.98
C -3.44 -0.55 -4.01
O -1.68 -1.07 -0.79
C -0.49 -1.32 -0.18
C 0.31 -0.50 0.58
H 1.10 4.22 8.66
H 0.58 4.10 6.97
H 0.45 2.70 8.04
H 3.07 4.01 7.14
H 2.94 2.60 8.22
H 4.23 2.66 5.49
H 4.14 1.28 6.61
H 2.72 0.05 4.98
H 4.55 -0.06 3.40
H 3.48 2.06 2.86
H 2.04 2.36 3.88
H 0.91 0.76 2.73
H 2.77 -2.75 1.17
H 1.29 -4.23 -0.18
H -3.58 -3.34 -2.25
H -4.03 -1.69 -1.73
H -1.70 -3.44 -4.08
H -1.14 -2.61 -6.31
H -1.63 -1.93 -8.50
H -0.20 -1.09 -7.83
H -1.16 -0.33 -9.13
H -4.64 2.80 -5.58
H -5.35 1.40 -4.73
H -3.92 2.23 -4.06
H -4.07 0.01 -3.35
H 0.04 0.54 0.74

Values from the calculation:
Energy relative to the best compared isomer or geometry (same formula, charge and spin) = 116.1 kJ/mol
SMILES string = CCOC[C@H](O)CNC(=O)c1ccc2nc(Cc3ccc(OC)c(OC)c3)oc2c1
Frontier orbital gap = 8.5 eV
HOMO energy = -8.129 eV

No. 3
Here is a cluster of 9 separate species, C50H81BBr2NO21 in total in a non-equilibrium geometry from the Open Molecules 2025 dataset. Energies are from ωB97M-V/def2-TZVPD.

Cartesian coordinates (Å):
C 4.01 4.19 4.22
C 5.03 3.06 4.20
C 4.62 1.88 3.32
O 5.39 1.90 2.11
C 4.90 1.11 1.09
C 4.39 -0.32 1.42
C 3.84 1.81 0.18
C 4.47 1.95 -1.23
C 4.33 3.33 -1.87
C 4.58 4.49 -0.91
C 4.64 5.84 -1.62
O 4.50 6.90 -0.70
B 3.60 0.86 -2.05
O 2.51 1.21 -2.83
O 3.98 -0.43 -1.90
C 3.03 -1.47 -2.15
N 5.83 1.34 -1.08
C 6.81 1.17 -2.11
Br 6.96 -0.60 -2.80
C 7.64 2.10 -2.59
C 8.64 1.86 -3.68
Br 7.66 3.84 -1.86
C 6.04 0.89 0.12
C 7.27 0.21 0.62
C 8.52 1.10 0.70
C 8.54 1.97 1.95
O 9.87 2.45 2.15
H 4.24 4.89 5.02
H 4.04 4.78 3.29
H 3.00 3.80 4.32
H 5.16 2.69 5.21
H 6.02 3.39 3.87
H 4.76 0.95 3.87
H 3.56 1.94 3.08
H 4.81 -1.01 0.69
H 4.68 -0.67 2.40
H 3.31 -0.41 1.32
H 3.50 2.74 0.63
H 2.92 1.24 0.04
H 4.94 3.44 -2.77
H 3.30 3.42 -2.20
H 5.47 4.32 -0.31
H 3.75 4.57 -0.20
H 3.83 5.89 -2.35
H 5.60 5.96 -2.11
H 3.62 6.82 -0.30
H 1.69 1.18 -2.33
H 3.00 -1.70 -3.22
H 3.39 -2.36 -1.63
H 2.05 -1.23 -1.77
H 9.11 2.79 -3.97
H 9.37 1.10 -3.39
H 8.10 1.48 -4.55
H 7.45 -0.66 -0.02
H 7.05 -0.18 1.61
H 9.37 0.43 0.79
H 8.68 1.70 -0.19
H 7.84 2.80 1.86
H 8.29 1.37 2.83
H 9.89 3.39 1.97
O 4.15 -4.05 1.52
C 2.99 -4.31 1.46
O 2.05 -3.37 1.15
C 0.73 -3.94 1.26
C 0.93 -5.44 1.11
C 2.31 -5.64 1.73
H 0.32 -3.67 2.23
H 0.10 -3.52 0.48
H 0.14 -6.02 1.58
H 0.95 -5.71 0.06
H 2.26 -5.79 2.81
H 2.87 -6.45 1.27
O -1.85 -7.00 0.45
C -2.58 -6.87 1.39
O -3.06 -7.91 2.10
C -4.00 -7.45 3.09
C -3.65 -5.99 3.32
C -3.14 -5.57 1.95
H -5.01 -7.58 2.70
H -3.89 -8.06 3.99
H -4.49 -5.40 3.69
H -2.84 -5.91 4.05
H -3.95 -5.24 1.29
H -2.37 -4.81 2.00
O -7.41 -6.26 0.32
C -6.82 -7.14 -0.26
O -7.04 -8.44 -0.02
C -6.11 -9.25 -0.78
C -5.66 -8.36 -1.94
C -5.73 -6.98 -1.30
H -5.29 -9.53 -0.12
H -6.62 -10.15 -1.11
H -4.69 -8.63 -2.33
H -6.37 -8.42 -2.75
H -4.80 -6.71 -0.79
H -5.98 -6.20 -2.02
O 2.17 6.13 0.58
C 1.44 6.33 1.52
O 0.87 5.33 2.19
C -0.04 5.86 3.19
C 0.45 7.28 3.45
C 1.01 7.67 2.08
H -1.05 5.83 2.79
H 0.00 5.23 4.08
H -0.33 7.94 3.81
H 1.26 7.27 4.18
H 0.25 8.09 1.42
H 1.86 8.35 2.14
O 0.70 9.52 -1.26
C 1.26 9.35 -2.30
O 0.74 8.59 -3.30
C 1.68 8.47 -4.38
C 2.62 9.65 -4.23
C 2.63 9.85 -2.71
H 2.19 7.51 -4.27
H 1.13 8.47 -5.32
H 3.60 9.47 -4.66
H 2.20 10.53 -4.71
H 3.39 9.24 -2.22
H 2.76 10.90 -2.43
O -4.00 3.37 3.77
C -4.25 4.25 3.00
O -3.27 4.95 2.36
C -3.86 6.02 1.58
C -5.30 5.59 1.34
C -5.61 4.79 2.61
H -3.79 6.94 2.16
H -3.29 6.14 0.66
H -5.97 6.43 1.17
H -5.35 4.93 0.47
H -5.97 5.43 3.42
H -6.31 3.98 2.44
O -5.30 -7.78 -4.74
C -6.04 -7.48 -5.64
O -7.36 -7.76 -5.61
C -7.98 -7.39 -6.85
C -7.05 -6.34 -7.46
C -5.69 -6.80 -6.94
H -8.06 -8.28 -7.48
H -8.98 -7.00 -6.65
H -7.12 -6.28 -8.54
H -7.29 -5.36 -7.05
H -5.22 -7.54 -7.60
H -5.00 -5.98 -6.77
O -12.09 -3.43 3.88
C -11.49 -4.28 3.28
O -11.69 -5.60 3.48
C -10.76 -6.37 2.70
C -10.34 -5.45 1.56
C -10.42 -4.08 2.23
H -9.92 -6.66 3.33
H -11.26 -7.27 2.35
H -9.36 -5.70 1.15
H -11.07 -5.51 0.75
H -9.49 -3.82 2.73
H -10.70 -3.29 1.54

Values from the calculation:
Total charge = +1
Frontier orbital gap = 7.9 eV
HOMO energy = -10.730 eV